[1]
76
Properties=species:S:1:pos:R:3:forces:R:3:mulliken_charge:R:1 method="wB97M-V/def2-TZVPD" e_homo_ev=-8.871 total_charge=0 de_lowest_kj_mol=874.02 orbital_gap_ev=8.73 smiles="NC(N)=O.NC(N)=O.CC(C)O.CC(C)O.CC(C)O.CC(C)O.CC(C)O"
N 0.15175 3.03839 0.60304 0.65 -3.63 0.82 0.26
C 0.39795 4.28701 0.76805 4.27 5.96 2.64 0.31
N -0.31963 5.14623 0.01485 -1.04 2.52 -0.16 -0.31
O 1.40791 4.69477 1.57008 -4.80 -1.74 -3.59 -0.75
H 0.70718 2.67019 1.35495 0.04 -1.63 0.02 -0.65
H -0.66744 2.52273 0.25129 0.29 0.81 1.03 0.15
H -0.08794 6.17524 0.24692 -0.98 -2.44 -0.87 0.30
H -1.20568 4.83964 -0.50697 2.15 1.02 1.22 0.21
N -2.25700 1.88578 0.74754 0.03 1.53 1.85 -0.55
C -2.28575 0.77654 0.04393 2.98 -7.08 1.23 0.16
N -2.85031 0.83860 -1.12175 -0.93 -0.08 -1.48 -0.34
O -1.71186 -0.42657 0.39768 -2.51 5.46 -0.44 -0.24
H -1.88321 1.85190 1.68280 0.06 -0.08 0.46 0.26
H -2.62455 2.79304 0.46076 -0.30 -0.87 -0.02 0.22
H -2.72683 0.01284 -1.69222 -0.14 -0.04 -0.35 0.25
H -2.82545 1.74728 -1.51745 -0.38 0.45 -0.98 0.26
C 0.02777 -4.63059 2.29954 0.49 -0.18 1.84 -1.60
C -1.07956 -3.70480 2.08480 5.84 3.17 -6.99 1.92
C -1.50573 -3.71217 0.64802 1.33 -1.67 -2.03 -1.28
O -2.05111 -3.66314 2.82813 -11.29 -1.77 7.93 -0.64
H -0.07004 -5.70377 2.12746 -0.40 0.21 -0.44 0.31
H 0.29648 -4.50250 3.34745 0.50 -0.20 0.12 0.46
H 0.73993 -4.13682 1.68381 1.39 -0.38 -0.40 0.32
H -0.84369 -2.67879 2.27275 3.52 1.23 -0.92 -0.76
H -2.12905 -4.56783 0.56098 -0.53 -1.39 -0.32 0.53
H -0.65622 -3.84995 -0.08496 -0.87 0.33 0.73 0.14
H -2.16133 -2.94993 0.31745 -0.31 1.51 0.05 0.23
H -2.60415 -2.88382 2.61338 0.31 -0.89 0.43 0.41
C 1.37603 1.22243 3.71510 1.68 2.16 0.28 -1.56
C -0.02375 0.88376 3.36535 5.82 -8.22 -0.89 2.50
C -0.29277 -0.46835 4.10173 -2.61 0.20 -0.74 -1.60
O -0.88375 1.78103 3.46472 -6.79 6.47 1.68 -0.43
H 1.65434 1.43054 4.76770 -0.86 0.50 -0.25 0.40
H 1.61535 2.10186 3.05769 0.55 -0.51 0.95 0.33
H 2.06242 0.41889 3.54053 0.20 -0.57 -0.91 0.31
H 0.02791 0.71667 2.30756 0.30 -1.09 -0.98 -1.18
H -1.28542 -0.95120 3.79539 0.86 0.99 0.53 0.27
H -0.32979 -0.20851 5.17280 0.11 -0.52 -0.15 0.54
H 0.38155 -1.27591 3.85982 0.75 0.26 0.15 0.35
H -1.38655 1.71741 4.28171 -0.04 0.31 0.22 0.34
C 1.93574 1.35721 -3.18932 -0.51 -1.76 -0.79 -1.16
C 1.20667 2.44253 -2.41145 10.74 3.02 -2.44 0.89
C 1.13444 3.80927 -3.09620 0.83 -0.57 1.37 -1.78
O 0.12884 2.22250 -1.85317 -8.89 -2.13 5.26 -0.22
H 1.19398 1.15399 -4.00422 1.08 -0.59 0.07 0.32
H 2.12275 0.39649 -2.55874 -0.66 1.78 -1.13 0.03
H 2.95951 1.62359 -3.61056 -1.55 0.18 0.52 0.34
H 1.93279 2.57896 -1.58271 0.69 0.54 -0.14 0.26
H 0.77791 4.46263 -2.32251 -0.12 0.64 0.31 0.39
H 0.41973 3.80359 -3.83889 -1.62 -0.10 -1.92 0.43
H 2.04711 4.19353 -3.46102 1.15 0.31 -0.49 0.42
H 0.26743 2.66795 -0.94290 -0.59 -1.27 -1.88 0.30
C -0.85034 -3.21533 -3.14772 2.56 -3.35 0.75 -1.65
C -1.29643 -2.00172 -2.44786 9.90 -1.07 -0.23 1.59
C -0.57743 -0.89388 -3.15772 -0.30 2.01 0.97 -0.78
O -2.49217 -1.76980 -2.51101 -13.36 1.24 -1.46 -0.63
H -1.04377 -3.15910 -4.19746 0.16 0.34 -0.86 0.52
H -1.30976 -4.21351 -2.87571 0.26 1.06 0.37 0.36
H 0.30292 -3.31619 -2.93383 -2.14 -0.07 -0.74 0.23
H -1.17296 -2.03509 -1.40775 2.54 -0.17 1.85 -0.56
H -0.90974 -0.85826 -4.20412 0.49 -0.26 0.11 0.45
H 0.49197 -0.93719 -2.98692 0.05 -0.05 -0.49 0.32
H -0.93278 0.06808 -2.71708 0.54 -0.45 -0.29 -0.21
H -2.93888 -2.55608 -2.15101 -0.60 0.66 -0.19 0.47
C 2.63145 0.39342 0.30203 -0.09 -1.75 2.86 -1.67
C 1.61356 -0.64302 -0.06943 1.76 -0.01 -5.23 2.64
C 2.29873 -1.75940 -0.91808 -1.98 1.83 -1.75 -1.59
O 1.04818 -1.32423 0.87890 -2.86 -2.16 5.52 -0.56
H 2.19341 1.16054 0.87870 -0.50 1.19 0.53 0.29
H 3.10417 0.77170 -0.52624 1.09 1.01 -1.99 0.50
H 3.41089 -0.03995 0.99293 -0.65 0.12 -0.75 0.37
H 0.77050 -0.28380 -0.69765 0.82 0.84 -0.16 -0.70
H 2.81268 -1.30749 -1.76260 -0.36 -0.17 -0.78 0.44
H 1.43840 -2.42701 -1.18330 1.28 0.17 -0.11 -0.02
H 3.09277 -2.21232 -0.43914 1.22 -1.36 1.71 0.62
H 0.08970 -1.39075 0.72129 0.31 0.25 0.36 -0.46

---

[2]
49
Properties=species:S:1:pos:R:3:forces:R:3:nbo_charge:R:1 method="wB97M-V/def2-TZVPD" e_homo_ev="-7.278 / -7.456" total_charge=0 orbital_gap_ev="6.19 / 6.15" multiplicity=2
Ir 0.48050 0.05504 0.62745 2.86 -0.44 3.57 0.59
C 2.00892 -4.86881 -3.50099 -0.26 -0.09 0.70 -1.09
Si 1.46607 -4.86794 -1.66723 0.30 -0.47 -0.13 1.60
C 0.45023 -6.42311 -1.23275 0.44 0.57 -0.23 -1.09
C 3.02863 -4.77745 -0.58633 -0.59 0.03 -0.30 -1.10
C 0.27226 -3.39880 -1.54209 -0.41 -0.49 -0.97 -0.53
C -0.87597 -3.39622 -2.35730 0.52 0.87 0.93 -0.09
C -1.75921 -2.31261 -2.28713 0.15 -0.52 -0.49 -0.30
C -1.40190 -1.18226 -1.59359 0.81 0.54 0.69 0.09
N -0.25565 -1.10647 -0.86596 -0.99 -2.40 -0.85 -0.51
C 0.47640 -2.28584 -0.75654 -0.40 1.37 0.20 0.12
S 1.57248 -2.18841 0.58995 -0.63 1.20 -0.01 -0.15
H 2.63509 -5.72599 -3.72318 0.14 -0.23 0.00 0.24
H 2.58143 -3.97679 -3.73974 0.07 0.19 0.06 0.24
H 1.15861 -4.90206 -4.17506 -0.20 -0.01 -0.11 0.23
H 1.04084 -7.31890 -1.38785 0.17 -0.22 -0.05 0.24
H -0.43989 -6.50703 -1.84861 -0.17 0.02 -0.14 0.23
H 0.13272 -6.41535 -0.19416 -0.01 0.11 0.18 0.24
H 3.66186 -5.63703 -0.78547 0.05 -0.25 -0.16 0.24
H 2.79776 -4.77771 0.47421 -0.07 -0.01 0.12 0.25
H 3.61217 -3.88610 -0.79663 0.03 0.15 -0.05 0.25
H -1.07250 -4.22874 -3.01019 -0.20 -0.23 -0.10 0.22
H -2.70373 -2.34403 -2.80675 -0.03 0.12 -0.12 0.23
H -2.02604 -0.30188 -1.58056 0.01 0.13 0.03 0.23
N 1.47387 1.30481 1.61429 -2.30 -1.79 -2.06 -0.43
C 1.66905 2.57042 1.83974 0.38 2.04 0.59 0.08
C 1.25844 3.56162 0.89099 -0.12 -0.49 0.21 -0.20
C 1.40547 4.89612 1.15660 0.12 0.29 0.01 -0.20
C 1.99222 5.32372 2.34492 0.03 -0.10 0.08 -0.20
C 2.42537 4.38184 3.27818 0.00 0.31 0.02 -0.22
C 2.26925 3.03893 3.04765 -0.02 -0.41 -0.42 -0.19
H 0.80786 3.21434 -0.02700 -0.07 -0.06 -0.08 0.22
H 1.06656 5.62767 0.43513 -0.02 -0.01 -0.04 0.22
H 2.10694 6.37935 2.54222 0.02 0.05 0.03 0.21
H 2.88701 4.71738 4.19720 -0.02 -0.02 0.05 0.22
H 2.57260 2.30382 3.77359 0.09 -0.10 0.14 0.22
O -1.74105 1.80380 2.29740 0.30 -0.72 0.78 -0.67
B -1.23392 1.09739 1.22053 1.31 0.39 -1.55 0.85
O -1.72106 1.68233 0.03281 -0.60 0.02 -0.48 -0.68
C -2.47300 2.74929 0.39692 -0.47 0.45 0.69 0.22
C -3.12727 3.67702 -0.38992 0.27 -0.38 0.10 -0.25
C -3.82436 4.67213 0.27805 -0.13 0.20 -0.03 -0.22
C -3.87085 4.72786 1.66334 -0.06 0.13 0.00 -0.22
C -3.20434 3.80121 2.45488 0.27 -0.35 0.02 -0.26
C -2.49650 2.81707 1.79634 -0.45 0.46 -0.91 0.28
H -3.08918 3.63265 -1.46787 0.00 -0.04 -0.07 0.22
H -4.33628 5.42589 -0.30147 -0.08 0.06 -0.01 0.21
H -4.43306 5.51579 2.14106 -0.03 0.08 0.04 0.21
H -3.22486 3.85204 3.53093 -0.01 -0.01 0.14 0.23

---

Across the entries above, molar mass takes the values 420.6 584.6 g/mol, respectively.